132
Properties=species:S:1:pos:R:3:forces:R:3:lowdin_charge:R:1 method="wB97M-V/def2-TZVPD" lumo_energy_ha=-0.1924 largest_force_ev_per_a=1.36 total_charge=+1 e_homo_ha=-0.316 mol_weight_g_mol=790.2
C 3.576 -3.649 -4.012 -0.357 -0.121 0.745 -0.0500
N 3.452 -4.557 -2.866 -0.875 -0.528 -0.013 -0.2194
C 4.511 -5.563 -2.775 -0.280 0.671 0.625 -0.0618
C 2.738 -4.152 -1.692 0.542 0.091 -0.764 -0.1842
C 1.350 -4.359 -1.583 0.382 0.061 -0.513 0.0207
C 0.660 -3.953 -0.475 -0.023 0.136 0.396 -0.0050
C 1.305 -3.267 0.582 0.157 -0.046 0.139 -0.1816
C 0.527 -2.809 1.674 0.581 0.263 0.038 0.1384
C 0.872 -1.926 2.728 0.054 0.076 -0.186 -0.1782
C 0.021 -1.841 3.855 0.030 -0.200 -0.372 0.0190
C 0.338 -1.049 4.924 0.384 0.206 0.512 0.0276
C 1.508 -0.267 4.931 0.450 0.315 0.711 -0.1838
N 1.853 0.533 6.068 -0.974 -0.240 0.112 -0.2220
C 2.652 -0.021 7.167 -0.409 -0.165 -0.737 -0.0537
C 1.918 1.990 5.949 0.196 -0.680 -0.632 -0.0628
C 2.318 -0.283 3.783 -0.178 0.186 0.185 0.0229
C 2.009 -1.080 2.714 -0.090 0.029 -0.174 0.0037
C 2.712 -3.123 0.491 -0.085 -0.089 0.193 0.0069
C 3.402 -3.547 -0.612 -0.010 -0.275 -0.208 0.0243
H 2.676 -3.046 -4.105 -0.080 0.051 -0.045 0.0810
H 4.427 -2.981 -3.878 0.197 0.206 -0.104 0.0852
H 3.712 -4.218 -4.929 -0.019 -0.081 0.031 0.0877
H 4.253 -6.299 -2.018 -0.006 -0.068 0.027 0.0904
H 4.621 -6.074 -3.729 -0.080 0.068 -0.068 0.0888
H 5.462 -5.107 -2.505 0.401 -0.059 -0.004 0.0800
H 0.842 -4.863 -2.385 -0.087 -0.121 -0.192 0.1239
H -0.394 -4.154 -0.388 -0.287 -0.024 -0.072 0.1027
H -0.481 -3.190 1.709 -0.368 -0.119 0.019 0.1279
H -0.887 -2.421 3.859 -0.237 -0.093 0.049 0.1134
H -0.313 -1.002 5.779 -0.126 0.019 0.185 0.1261
H 2.418 -1.074 7.302 -0.020 -0.079 0.039 0.0874
H 3.716 0.071 6.951 0.287 -0.011 0.073 0.0835
H 2.433 0.506 8.093 -0.077 0.047 -0.028 0.0864
H 1.168 2.331 5.240 -0.052 0.059 -0.021 0.0909
H 1.714 2.451 6.913 -0.006 -0.092 0.069 0.0885
H 2.898 2.311 5.601 0.249 0.324 -0.020 0.0798
H 3.193 0.344 3.766 0.142 0.137 -0.092 0.1261
H 2.604 -1.012 1.823 0.140 0.061 -0.095 0.1075
H 3.258 -2.738 1.331 0.142 0.076 0.070 0.1079
H 4.469 -3.415 -0.676 0.202 -0.016 0.078 0.1262
C -1.848 -1.426 -1.338 0.018 -0.296 -0.122 -0.0405
C -1.898 -1.343 -2.870 0.288 -0.017 0.137 -0.4800
C -0.471 -0.939 -3.321 -0.429 0.161 -0.058 -0.0691
C -2.173 -2.714 -3.501 -0.203 0.112 0.041 -0.0306
C -2.988 -0.339 -3.342 -0.069 -0.510 0.053 -0.0730
C -2.527 0.794 -3.999 0.178 -0.048 0.097 -0.0425
C -3.372 1.666 -4.634 -0.033 0.170 -0.136 -0.0564
C -4.722 1.439 -4.601 0.037 0.079 -0.238 -0.0420
C -5.277 0.390 -3.888 -0.302 -0.572 0.314 -0.0708
C -6.827 0.334 -3.941 -0.266 0.098 0.102 -0.4988
C -7.400 -0.247 -2.653 0.036 -0.099 -0.300 -0.0563
C -7.255 -0.469 -5.188 0.150 0.093 0.061 -0.0298
C -7.461 1.747 -4.057 0.300 -0.144 -0.117 -0.0599
C -4.402 -0.545 -3.243 -0.042 0.209 0.363 -0.0526
N -4.932 -1.669 -2.475 -0.264 -1.051 0.499 -0.0005
C -5.622 -2.829 -3.104 0.411 0.430 0.138 -0.1005
C -6.301 -3.558 -1.937 0.070 0.318 0.569 -0.0916
N -5.683 -2.997 -0.710 0.661 0.330 -1.139 -0.0248
C -5.883 -3.697 0.555 -0.181 0.121 0.208 -0.0775
C -5.139 -4.887 0.846 -0.134 0.153 -0.589 -0.1001
C -4.132 -5.609 -0.088 0.246 0.068 -0.041 -0.4949
C -2.993 -6.299 0.712 -0.359 0.027 -0.037 -0.0588
C -3.420 -4.637 -1.028 -0.180 -0.303 -0.213 -0.0527
C -4.886 -6.709 -0.866 0.041 0.109 0.143 -0.0233
C -5.385 -5.551 2.036 0.127 -0.143 -0.080 -0.0474
C -6.288 -5.092 2.956 -0.150 0.010 0.235 -0.0540
C -7.006 -3.957 2.684 -0.059 0.006 0.085 -0.0388
C -6.849 -3.240 1.506 -0.093 0.065 -0.858 -0.0723
C -7.896 -2.111 1.314 0.011 0.478 0.104 -0.4924
C -8.090 -1.315 2.627 0.035 -0.318 -0.023 -0.0373
C -9.224 -2.766 0.893 0.177 -0.129 0.163 -0.0279
C -7.526 -1.080 0.258 -0.267 -0.156 0.080 -0.0649
C -4.975 -1.802 -1.058 -0.574 0.656 0.582 -0.2256
C -4.542 -0.799 -0.226 -0.400 -0.909 -0.726 -0.0639
C -4.377 -0.834 1.212 0.014 -0.041 0.055 -0.2264
C -4.011 -1.994 1.902 0.247 0.302 -0.411 -0.0493
C -3.917 -2.011 3.272 0.104 0.014 0.242 -0.0992
C -4.150 -0.855 3.992 0.014 -0.069 0.421 -0.1087
C -4.459 0.319 3.332 0.041 0.129 0.157 -0.0945
C -4.564 0.335 1.961 -0.011 -0.231 -0.250 -0.0444
H -2.732 -1.906 -0.937 0.237 0.185 -0.004 0.0352
H -0.989 -2.004 -1.005 0.297 -0.052 -0.164 0.0538
H -1.767 -0.433 -0.896 -0.056 0.065 0.034 0.1029
H -0.406 -0.843 -4.404 0.034 0.070 -0.054 0.0896
H -0.157 -0.004 -2.857 0.052 0.070 -0.031 0.0844
H 0.252 -1.698 -3.021 -0.114 -0.192 0.128 0.0642
H -2.261 -2.630 -4.584 0.062 0.041 -0.062 0.1015
H -1.376 -3.423 -3.282 0.153 -0.018 0.093 0.0748
H -3.099 -3.127 -3.123 0.054 -0.052 -0.017 0.0299
H -1.473 1.004 -4.052 0.090 -0.080 -0.001 0.0941
H -2.978 2.507 -5.182 0.078 0.141 -0.046 0.1108
H -5.358 2.099 -5.164 -0.110 0.093 0.062 0.1040
H -7.023 0.312 -1.797 0.008 -0.056 -0.005 0.0950
H -8.489 -0.201 -2.638 -0.084 0.121 -0.103 0.1015
H -7.123 -1.284 -2.539 -0.260 0.199 0.084 0.0371
H -7.044 0.096 -6.096 0.025 0.081 -0.012 0.0873
H -6.708 -1.403 -5.282 -0.026 -0.079 -0.029 0.0633
H -8.322 -0.692 -5.178 -0.081 0.034 0.091 0.0923
H -7.323 2.183 -5.044 0.027 0.065 -0.013 0.0714
H -8.537 1.699 -3.892 -0.012 -0.191 0.023 0.0864
H -7.044 2.426 -3.315 0.037 0.045 0.048 0.0945
H -6.343 -2.520 -3.858 -0.021 0.041 0.197 0.0923
H -4.906 -3.469 -3.624 0.052 -0.052 0.054 0.1097
H -7.381 -3.383 -1.913 -0.040 0.095 -0.059 0.1183
H -6.167 -4.636 -1.989 0.118 0.092 -0.055 0.0964
H -3.339 -7.180 1.251 0.051 0.030 0.058 0.0738
H -2.209 -6.641 0.036 -0.035 0.018 -0.176 0.0819
H -2.541 -5.609 1.423 0.008 0.079 0.125 0.0809
H -4.124 -4.082 -1.630 0.386 -0.138 -0.022 0.0424
H -2.827 -3.926 -0.457 0.033 0.160 0.063 0.0683
H -2.749 -5.166 -1.703 0.121 -0.212 -0.002 0.0933
H -5.764 -6.324 -1.377 -0.015 -0.009 -0.051 0.0651
H -4.245 -7.187 -1.608 0.131 0.023 -0.035 0.0904
H -5.241 -7.485 -0.187 0.022 0.023 0.074 0.0899
H -4.880 -6.477 2.248 0.149 -0.085 0.002 0.1026
H -6.460 -5.638 3.870 -0.017 -0.068 0.145 0.1110
H -7.743 -3.647 3.403 -0.104 0.133 0.060 0.1067
H -7.126 -1.010 3.032 0.106 0.019 0.029 0.0784
H -8.672 -0.412 2.452 -0.065 0.000 -0.179 0.0896
H -8.616 -1.884 3.390 -0.051 -0.014 0.083 0.0720
H -9.103 -3.295 -0.052 -0.003 -0.066 -0.102 0.0798
H -9.566 -3.484 1.636 -0.012 -0.081 0.047 0.0843
H -10.009 -2.022 0.761 0.036 0.141 0.024 0.0887
H -7.293 -1.582 -0.670 -0.254 0.296 0.204 0.0392
H -8.353 -0.395 0.077 -0.221 -0.057 0.132 0.0983
H -6.675 -0.483 0.567 -0.127 -0.047 -0.061 0.0694
H -4.334 0.148 -0.697 0.257 0.082 -0.287 0.1220
H -3.798 -2.881 1.338 0.144 -0.184 -0.057 0.0868
H -3.667 -2.926 3.784 0.032 -0.236 0.111 0.1012
H -4.095 -0.872 5.067 0.015 0.023 0.241 0.0965
H -4.630 1.219 3.897 -0.034 0.189 0.089 0.1032
H -4.824 1.247 1.451 -0.074 0.234 -0.142 0.1150